ORCA calculation (the ωB97M-V functional and the def2-TZVPD basis) on a cluster of 3 separate species, C19H33BFN3O6 in total at a distorted geometry.

The gap between HOMO and LUMO comes out at 9.21 eV. The highest occupied orbital energy is -8.8547 eV. Its structure (SMILES) is CN(C)B(O)[C@@H]1[C@H](F)OC(=O)[C@]1(O)CCCCOC=O.CCCC#N.CCCC#N.

CARTESIAN COORDINATES (ANGSTROEM)
C1 -1.074 1.611 -0.883
N1 -1.215 0.625 -1.978
C2 -0.416 1.085 -3.138
B1 -2.615 0.504 -2.404
O1 -3.231 1.609 -2.928
C3 -3.395 -0.915 -2.311
C4 -4.703 -0.683 -1.526
F1 -5.354 0.493 -1.805
O2 -4.230 -0.569 -0.177
C5 -2.972 -1.113 -0.081
O3 -2.204 -0.904 0.806
C6 -2.811 -1.954 -1.361
O4 -3.811 -3.001 -1.147
C7 -1.489 -2.686 -1.574
C8 -0.379 -2.077 -2.448
C9 0.810 -1.644 -1.581
C10 2.035 -1.222 -2.410
O5 2.525 0.101 -2.101
C11 2.938 0.291 -0.839
O6 3.321 1.363 -0.456
H1 -1.165 2.640 -1.247
H2 -0.086 1.519 -0.432
H3 -1.831 1.468 -0.112
H4 -0.378 2.172 -3.210
H5 0.591 0.675 -3.056
H6 -0.835 0.684 -4.067
H7 -3.823 1.424 -3.663
H8 -3.545 -1.221 -3.354
H9 -5.461 -1.452 -1.635
H10 -3.449 -3.574 -0.461
H11 -1.069 -2.857 -0.578
H12 -1.733 -3.674 -1.962
H13 -0.707 -1.268 -3.096
H14 -0.006 -2.867 -3.108
H15 1.100 -2.530 -1.010
H16 0.510 -0.872 -0.873
H17 1.758 -1.197 -3.463
H18 2.858 -1.932 -2.310
H19 2.911 -0.587 -0.174
C12 -0.837 -2.566 5.595
C13 -0.449 -1.123 5.296
C14 -0.350 -0.833 3.794
C15 0.666 -1.669 3.147
N2 1.461 -2.326 2.640
H20 -0.087 -3.265 5.223
H21 -0.928 -2.724 6.670
H22 -1.795 -2.818 5.135
H23 0.507 -0.897 5.773
H24 -1.190 -0.449 5.728
H25 -0.087 0.211 3.623
H26 -1.305 -1.018 3.300
C16 4.239 3.447 2.389
C17 4.550 2.999 0.965
C18 3.872 3.872 -0.095
C19 2.414 3.830 0.034
N3 1.272 3.758 0.136
H27 3.171 3.372 2.603
H28 4.763 2.820 3.110
H29 4.547 4.481 2.555
H30 4.239 1.963 0.827
H31 5.629 3.033 0.800
H32 4.133 3.526 -1.095
H33 4.194 4.911 -0.001

***

ORCA calculation (the ωB97M-V functional and the def2-TZVPD basis) on the molecule C3H6N4O2 at a distorted geometry.

The gap between HOMO and LUMO (spin up / spin down) comes out at 7.68 / 7.78 eV. The highest occupied orbital energy (spin up / spin down) is -8.6360 / -8.6167 eV. The value obtained for the energy above the lowest of the compared OMol25 structures with the same formula, charge and spin is 6.925 eV.

CARTESIAN COORDINATES (ANGSTROEM)
C1 0.401 -0.901 -0.977
C2 -0.729 0.670 0.418
C3 1.663 0.496 0.404
N1 -0.061 -1.891 0.051
N2 -0.816 -1.629 0.915
N3 0.395 0.295 -0.332
N4 -1.984 0.691 -0.052
O1 -2.872 1.174 0.675
O2 -2.198 0.211 -1.165
H1 1.264 -1.188 -1.552
H2 -0.605 -1.027 -1.652
H3 -0.462 1.287 1.306
H4 2.487 0.339 -0.306
H5 1.773 1.496 0.885
H6 1.745 -0.024 1.381

***

ORCA calculation (the ωB97M-V functional and the def2-TZVPD basis) on a structure of composition C15H22CrF3N2O9.

As for the spin multiplicity: 4. Its expectation value of S² is 3.774. The gap between HOMO and LUMO (spin up / spin down) comes out at 8.22 / 8.26 eV. The highest occupied orbital energy (spin up / spin down) is -8.1801 / -8.3293 eV. The value obtained for the energy above the lowest of the compared OMol25 structures with the same formula, charge and spin is 0.000 eV.

CARTESIAN COORDINATES (ANGSTROEM)
Cr1 0.535 0.000 0.484
N1 0.791 -0.214 2.502
C1 -0.067 0.487 3.491
C2 0.350 1.938 3.708
C3 -0.217 2.970 2.730
C4 0.456 3.062 1.369
N2 -0.010 2.022 0.414
H1 0.667 -1.218 2.604
H2 1.788 -0.038 2.669
H3 -0.004 -0.044 4.438
H4 -1.101 0.424 3.149
H5 1.446 1.999 3.708
H6 0.028 2.219 4.712
H7 -0.119 3.954 3.192
H8 -1.293 2.801 2.593
H9 1.538 2.970 1.471
H10 0.250 4.041 0.941
H11 0.359 2.262 -0.503
H12 -1.024 2.045 0.291
O1 -2.395 -5.224 -0.205
C5 -1.811 -4.188 -0.119
C6 -0.288 -3.986 -0.221
O2 0.519 -4.807 -0.567
C7 -0.089 -2.580 0.153
C8 -1.287 -1.947 0.383
O3 -1.272 -0.663 0.706
C9 -2.431 -2.811 0.144
O4 -3.604 -2.519 0.109
O5 1.023 -1.880 0.260
C10 1.357 -0.440 -2.451
O6 0.199 -0.041 -1.683
C11 -0.795 0.589 -2.507
C12 -2.152 0.593 -1.878
O7 -2.236 1.604 -0.893
C13 -3.469 1.510 -0.183
H13 1.041 -1.131 -3.229
H14 2.051 -0.933 -1.785
H15 1.834 0.432 -2.901
H16 -0.852 0.025 -3.437
H17 -0.483 1.610 -2.743
H18 -2.373 -0.388 -1.449
H19 -2.884 0.789 -2.669
H20 -4.316 1.599 -0.871
H21 -3.501 2.339 0.523
H22 -3.536 0.558 0.350
F1 4.793 2.069 -0.392
C14 4.722 0.789 0.024
F2 4.708 -0.002 -1.060
F3 5.804 0.514 0.733
C15 3.434 0.601 0.853
O8 3.530 0.456 2.058
O9 2.379 0.670 0.115

***

ORCA calculation (the ωB97M-V functional and the def2-TZVPD basis) on a cluster of 2 separate species, C47H45N2Si in total at a distorted geometry.

The gap between HOMO and LUMO comes out at 3.84 eV. The net charge is +1. The highest occupied orbital energy is -8.6729 eV.

CARTESIAN COORDINATES (ANGSTROEM)
C1 0.228 0.231 -3.028
C2 -0.825 -0.677 -2.882
C3 -1.145 -1.184 -1.617
C4 -0.395 -0.796 -0.495
Si1 -0.707 -1.603 1.155
C5 -0.211 -0.384 2.476
C6 -1.181 0.487 2.997
C7 -0.832 1.469 3.932
C8 0.487 1.568 4.385
C9 1.456 0.690 3.889
C10 1.115 -0.266 2.922
C11 -2.532 -1.929 1.241
C12 -3.438 -0.893 0.956
C13 -4.818 -1.122 1.024
C14 -5.299 -2.395 1.358
C15 -4.398 -3.433 1.622
C16 -3.019 -3.199 1.576
C17 0.116 -3.306 1.432
C18 0.106 -3.724 2.921
C19 1.508 -4.247 3.234
C20 2.388 -3.938 2.011
N1 1.495 -3.427 0.993
C21 1.877 -3.326 -0.300
C22 3.200 -3.324 -0.675
C23 3.684 -2.961 -1.981
C24 5.079 -2.797 -2.167
C25 5.607 -2.386 -3.385
C26 4.755 -2.114 -4.469
C27 3.368 -2.256 -4.305
C28 2.837 -2.689 -3.089
C29 0.579 0.204 -0.631
C30 0.906 0.698 -1.898
H1 0.506 0.592 -4.021
H2 -1.404 -0.991 -3.752
H3 -1.982 -1.877 -1.497
H4 -2.216 0.400 2.666
H5 -1.596 2.154 4.303
H6 0.755 2.330 5.119
H7 2.483 0.756 4.251
H8 1.890 -0.913 2.506
H9 -3.071 0.103 0.692
H10 -5.513 -0.307 0.815
H11 -6.374 -2.578 1.413
H12 -4.759 -4.434 1.869
H13 -2.329 -4.017 1.791
H14 -0.517 -3.987 0.834
H15 -0.152 -2.881 3.576
H16 -0.653 -4.499 3.056
H17 1.927 -3.786 4.134
H18 1.487 -5.330 3.404
H19 3.157 -3.187 2.257
H20 2.920 -4.831 1.644
H21 1.076 -3.197 -1.040
H22 3.964 -3.518 0.077
H23 5.724 -2.968 -1.306
H24 6.687 -2.259 -3.493
H25 5.167 -1.776 -5.421
H26 2.693 -2.013 -5.134
H27 1.757 -2.779 -2.975
H28 1.085 0.588 0.259
H29 1.690 1.451 -2.000
C31 0.587 -8.222 -4.263
C32 1.554 -8.006 -3.180
N2 2.892 -8.099 -3.368
C33 3.520 -8.369 -4.652
C34 3.565 -7.898 -2.161
C35 2.597 -7.667 -1.156
C36 3.029 -7.405 0.141
C37 4.408 -7.379 0.406
C38 5.348 -7.652 -0.605
C39 4.929 -7.914 -1.918
C40 1.288 -7.741 -1.801
C41 0.038 -7.541 -1.220
C42 -0.292 -7.745 0.165
C43 0.296 -8.755 0.974
C44 -0.061 -8.902 2.315
C45 -0.963 -8.005 2.907
C46 -1.614 -7.048 2.109
C47 -1.323 -6.955 0.751
H30 -0.409 -8.256 -3.806
H31 0.590 -7.396 -4.996
H32 0.770 -9.170 -4.798
H33 4.607 -8.424 -4.536
H34 3.151 -9.320 -5.053
H35 3.278 -7.574 -5.368
H36 2.286 -7.251 0.919
H37 4.753 -7.146 1.415
H38 6.415 -7.669 -0.372
H39 5.611 -8.150 -2.733
H40 -0.783 -7.220 -1.871
H41 1.032 -9.423 0.524
H42 0.371 -9.714 2.906
H43 -1.191 -8.075 3.975
H44 -2.386 -6.409 2.546
H45 -1.878 -6.265 0.109